C17H25ClN2O3 | wB97M-V/def2-TZVPD

Summary:
ΔE to the lowest compared entry with this formula, charge and spin   5.27 kJ/mol
Orbital gap   0.3409 Eh
Structure (SMILES)   CCCC(O)(CCC)C(=O)NN(C(=O)CCl)c1cccc(C)c1

Cartesian coordinates (Å):
C (-0.8412, -2.8929, -0.6802)
C (0.5657, -2.7648, -1.2519)
C (1.6203, -2.5273, -0.1631)
C (2.0376, -1.0455, -0.0261)
O (2.4719, -0.5438, -1.2783)
C (3.1337, -0.9432, 1.0550)
C (3.5197, 0.4772, 1.4734)
C (4.2409, 1.2712, 0.3899)
C (0.8243, -0.2276, 0.4300)
O (0.2602, -0.4159, 1.4827)
N (0.4547, 0.7243, -0.4612)
N (-0.6449, 1.5410, -0.2396)
C (-0.5027, 2.8492, 0.1030)
O (-1.4359, 3.5909, 0.3064)
C (0.9383, 3.3395, 0.1617)
Cl (1.6307, 3.3595, -1.4844)
C (-1.9227, 0.9314, -0.3803)
C (-2.1717, 0.1481, -1.5008)
C (-3.4079, -0.4525, -1.6425)
C (-4.3865, -0.2746, -0.6796)
C (-4.1419, 0.5044, 0.4430)
C (-5.1843, 0.6988, 1.5002)
C (-2.8966, 1.1035, 0.5882)
H (-1.1032, -2.0246, -0.0825)
H (-0.9098, -3.7743, -0.0463)
H (-1.5708, -2.9898, -1.4806)
H (0.6025, -1.9431, -1.9707)
H (0.8074, -3.6814, -1.7943)
H (1.2374, -2.8658, 0.7992)
H (2.5246, -3.1001, -0.3873)
H (3.2586, -1.0351, -1.5405)
H (4.0231, -1.4693, 0.6955)
H (2.7624, -1.4676, 1.9364)
H (2.6203, 1.0058, 1.7964)
H (4.1745, 0.3983, 2.3450)
H (3.6166, 1.3995, -0.4894)
H (5.1545, 0.7596, 0.0929)
H (4.5126, 2.2553, 0.7655)
H (0.9982, 0.8491, -1.3081)
H (1.5665, 2.6975, 0.7772)
H (0.9467, 4.3636, 0.5326)
H (-1.4073, 0.0147, -2.2511)
H (-3.6114, -1.0593, -2.5123)
H (-5.3498, -0.7478, -0.8028)
H (-5.3604, 1.7605, 1.6640)
H (-6.1215, 0.2261, 1.2181)
H (-4.8469, 0.2690, 2.4424)
H (-2.6863, 1.7085, 1.4549)



C3H6NO2 | wB97M-V/def2-TZVPD

Summary:
ΔE to the lowest compared entry with this formula, charge and spin   532.07 kJ/mol
Orbital gap   0.3042 Eh
Charge   -1

Cartesian coordinates (Å):
O (2.2730, -0.4962, 0.4844)
C (1.1913, -0.1040, 1.0207)
O (1.0557, 0.0957, 2.2549)
C (-0.1087, 0.1261, 0.1484)
C (-0.0481, -0.7402, -1.1047)
N (-1.5505, 1.1598, -0.1062)
H (-0.0344, 1.2627, 0.0651)
H (0.9583, -0.6441, -1.5375)
H (-0.7312, -0.3575, -1.9006)
H (-0.2632, -1.7455, -0.8427)
H (-0.9439, -0.1014, 0.7204)
H (-1.7983, 1.5447, 0.7977)



C43H57BrCrN7O2SSi | wB97M-V/def2-TZVPD

Summary:
ΔE to the lowest compared entry with this formula, charge and spin   0.00 kJ/mol
Orbital gap (alpha / beta)   0.2580 / 0.2516 Eh
Multiplicity   4

Cartesian coordinates (Å):
Cr (-0.0427, 2.1395, 1.3041)
C (0.1506, 1.2075, -2.3702)
C (-1.3384, 1.3997, -2.3583)
C (-1.9556, 1.4982, -3.6036)
C (-3.3112, 1.7268, -3.7345)
C (-4.0601, 1.9137, -2.5858)
C (-3.4814, 1.8306, -1.3280)
C (-4.3598, 2.1116, -0.1359)
C (-2.1140, 1.5108, -1.1926)
N (-1.6204, 1.3594, 0.1302)
C (-2.4107, 0.5560, 0.9061)
O (-3.1198, -0.3727, 0.5661)
C (-2.4371, 1.0191, 2.3484)
C (-3.3986, 0.6711, 3.2769)
C (-3.3272, 1.2509, 4.5399)
C (-2.2742, 2.1008, 4.8618)
C (-1.3393, 2.3778, 3.8841)
N (-1.4782, 1.8863, 2.6575)
C (-0.0396, 3.1202, 4.0969)
O (0.2064, 3.6340, 5.1805)
N (0.7373, 3.0663, 2.9950)
C (2.0958, 3.4773, 3.1343)
C (3.0261, 2.6222, 3.7451)
C (2.5961, 1.4127, 4.5260)
C (4.3771, 2.9368, 3.6596)
C (4.8132, 4.0909, 3.0275)
C (3.8784, 4.9837, 2.5362)
C (2.5170, 4.7028, 2.6077)
C (1.5357, 5.7874, 2.2445)
H (0.4353, 0.4914, -3.1411)
H (0.5258, 0.8375, -1.4259)
H (0.6437, 2.1539, -2.6073)
H (-1.3425, 1.3763, -4.4895)
H (-3.7735, 1.7702, -4.7115)
H (-5.1189, 2.1331, -2.6583)
H (-5.1234, 2.8410, -0.4046)
H (-3.7886, 2.5102, 0.7037)
H (-4.8639, 1.2085, 0.2154)
H (-4.1659, -0.0372, 2.9994)
H (-4.0860, 1.0289, 5.2783)
H (-2.1457, 2.5300, 5.8451)
H (1.8696, 0.8061, 3.9828)
H (2.1250, 1.7333, 5.4558)
H (3.4582, 0.7920, 4.7702)
H (5.0986, 2.2582, 4.0982)
H (5.8705, 4.3086, 2.9551)
H (4.1986, 5.9276, 2.1092)
H (1.5568, 6.5555, 3.0205)
H (0.5173, 5.4133, 2.1866)
H (1.7952, 6.2729, 1.3018)
C (3.2449, 3.5667, -1.0605)
C (1.9501, 3.2783, -0.3867)
N (1.7193, 2.2296, 0.3328)
N (2.7099, 1.3206, 0.5001)
C (2.3646, 0.2995, 1.2630)
N (3.3271, -0.6279, 1.4570)
S (0.8324, 0.0197, 2.0134)
C (0.7836, 4.1611, -0.5559)
C (0.7641, 5.2446, -1.4229)
C (-0.3930, 5.9955, -1.5334)
C (-1.5060, 5.6478, -0.7821)
C (-1.4158, 4.5524, 0.0557)
N (-0.3014, 3.8368, 0.1705)
H (3.1510, 3.4208, -2.1401)
H (4.0063, 2.8931, -0.6803)
H (3.5488, 4.5985, -0.8789)
H (4.2662, -0.3933, 1.1838)
H (3.1878, -1.3127, 2.1780)
H (1.6443, 5.4791, -2.0033)
H (-0.4293, 6.8424, -2.2049)
H (-2.4279, 6.2055, -0.8475)
H (-2.2555, 4.2251, 0.6538)
C (-2.8120, -3.4337, -2.3071)
C (-2.0160, -4.5568, -1.6202)
C (-2.6578, -4.7329, -0.2369)
C (-2.2130, -5.8599, -2.4112)
Si (-0.1485, -4.1252, -1.4488)
Br (-0.1344, -1.9638, -0.8309)
C (0.7470, -5.0504, -0.0182)
C (0.2922, -4.5565, 1.3644)
C (2.2612, -4.8112, -0.0781)
C (0.4944, -6.5645, -0.1082)
C (0.8197, -4.1524, -3.1173)
C (-0.0470, -3.5665, -4.2406)
C (2.0921, -3.2924, -3.0741)
C (1.2152, -5.5856, -3.5086)
H (-3.8591, -3.7473, -2.3710)
H (-2.4738, -3.2180, -3.3165)
H (-2.7808, -2.5080, -1.7331)
H (-3.7282, -4.9186, -0.3693)
H (-2.5542, -3.8312, 0.3687)
H (-2.2487, -5.5788, 0.3123)
H (-3.2801, -6.0992, -2.4531)
H (-1.7048, -6.7072, -1.9479)
H (-1.8594, -5.7773, -3.4382)
H (0.4678, -3.4877, 1.4879)
H (0.8720, -5.0838, 2.1294)
H (-0.7579, -4.7463, 1.5635)
H (2.5007, -3.7467, -0.0345)
H (2.7165, -5.2362, -0.9706)
H (2.7273, -5.2963, 0.7858)
H (-0.5565, -6.8131, 0.0355)
H (1.0612, -7.0765, 0.6757)
H (0.8093, -6.9812, -1.0657)
H (-0.3782, -2.5538, -4.0035)
H (-0.9248, -4.1735, -4.4522)
H (0.5467, -3.5191, -5.1591)
H (1.8629, -2.2480, -2.8627)
H (2.5751, -3.3398, -4.0557)
H (2.8144, -3.6297, -2.3369)
H (0.3545, -6.2524, -3.5709)
H (1.9258, -6.0190, -2.8048)
H (1.6961, -5.5754, -4.4919)



| no. | F_max (eV Å⁻¹) |
| --- | --- |
| 1 | 1.1 |
| 2 | 3.5 |
| 3 | 0.7 |